This record from the OMol25 dataset describes 2 unconnected molecules or ions with the total composition C2H8O2 in a non-equilibrium geometry. The level of theory is ωB97M-V/def2-TZVPD.

## Properties
total charge = 0
LUMO = 0.0259 Ha
gap between HOMO and LUMO = 10.86 eV

Element x y z (Å)
C1 0.12 -2.03 1.62
O1 0.00 -1.07 0.53
H1 0.94 -2.57 2.02
H2 -0.40 -1.40 2.43
H3 -0.59 -2.86 1.43
H4 0.79 -0.81 0.20
C2 -0.24 2.04 -0.67
O2 0.00 1.11 -1.70
H5 -1.24 2.24 -0.70
H6 0.45 2.79 -0.61
H7 0.00 1.65 0.33
H8 0.71 0.53 -1.52

Löwdin atomic charge list, values in e, 6 entries: C -0.12; O -0.10; H 0.06; H 0.10; H 0.08; H 0.00

This record from the OMol25 dataset describes C2ClF2NO3 in the gas phase in a non-equilibrium geometry. The level of theory is ωB97M-V/def2-TZVPD.

## Properties
total charge = 0
LUMO = -0.0684 Ha
gap between HOMO and LUMO = 10.41 eV

Element x y z (Å)
O1 0.25 -0.55 -2.13
C1 0.58 -0.51 -1.01
F1 1.43 -1.44 -0.46
C2 0.24 0.49 0.02
F2 -0.20 1.57 -0.59
Cl1 1.87 0.97 1.13
N1 -0.78 0.09 1.06
O2 -0.81 -1.06 1.36
O3 -1.50 0.97 1.36

Löwdin atomic charge list, values in e, 6 entries: O 0.26; C -0.42; F 0.07; C -0.51; F 0.13; Cl 0.57

This record from the OMol25 dataset describes a molecular structure, C16H12FeO7S2 in a non-equilibrium geometry. The level of theory is ωB97M-V/def2-TZVPD.

## Properties
expectation value of S² = 6.101
2S+1 = 5
total charge = 0
LUMO (alpha / beta) = 0.0031 / -0.1140 Ha
gap between HOMO and LUMO (alpha / beta) = 6.11 / 5.88 eV

Element x y z (Å)
O1 -4.68 -1.20 -3.26
C1 -3.99 -1.90 -2.62
Fe1 -3.07 -2.89 -1.54
C2 -4.15 -2.73 -0.15
O2 -4.98 -2.34 0.57
C3 -3.75 -4.36 -2.16
O3 -4.64 -5.06 -2.44
C4 -1.12 -0.08 -0.88
C5 -1.09 -0.45 -2.34
C6 -1.47 -1.91 -2.58
C7 -1.00 -2.85 -1.61
C8 -1.35 -2.47 -0.28
C9 -1.47 -1.06 0.02
H1 -1.07 0.98 -0.66
H2 -1.70 0.23 -2.96
H3 -0.05 -0.29 -2.69
H4 -1.49 -2.17 -3.65
H5 -0.50 -3.78 -1.87
H6 -1.26 -3.18 0.55
H7 -1.76 -0.82 1.06
C10 3.10 3.40 3.70
C11 1.92 2.82 3.26
C12 1.90 2.21 2.01
C13 3.02 2.20 1.20
C14 4.21 2.78 1.63
C15 4.24 3.38 2.89
S1 2.78 1.35 -0.37
O4 2.85 2.36 -1.39
O5 3.66 0.20 -0.40
C16 1.19 0.76 -0.13
S2 0.49 1.33 1.32
O6 0.21 0.20 2.18
O7 -0.51 2.35 1.08
H8 3.13 3.87 4.69
H9 1.01 2.82 3.86
H10 5.08 2.76 0.99
H11 5.17 3.83 3.25
H12 1.14 -0.30 -0.32

Löwdin atomic charge list, values in e, 6 entries: O 0.14; C -0.17; Fe 0.19; C -0.12; O 0.13; C -0.15

This record from the OMol25 dataset describes a molecular structure, C13H30BNOP2PtSe in a non-equilibrium geometry. The level of theory is ωB97M-V/def2-TZVPD.

## Properties
expectation value of S² = 8.772
2S+1 = 6
total charge = +3
LUMO (alpha / beta) = -0.3849 / -0.5508 Ha
gap between HOMO and LUMO (alpha / beta) = 5.86 / 2.52 eV

Element x y z (Å)
Pt1 0.04 0.14 -0.53
H1 0.62 0.21 -4.19
H2 -0.97 0.12 -2.57
P1 0.32 -2.21 -0.69
P2 0.26 2.49 -0.59
C1 1.95 3.16 -0.09
H3 1.96 4.24 -0.15
H4 2.18 2.85 0.93
H5 2.71 2.76 -0.76
C2 0.05 3.39 -2.23
H6 -0.96 3.25 -2.62
H7 0.23 4.46 -2.11
H8 0.75 3.00 -2.97
C3 -0.85 3.54 0.51
H9 -0.72 3.25 1.55
H10 -0.60 4.60 0.41
H11 -1.89 3.40 0.24
C4 1.16 -2.93 -2.22
H12 1.29 -4.01 -2.12
H13 0.56 -2.73 -3.11
H14 2.14 -2.47 -2.36
C5 1.38 -2.99 0.66
H15 0.93 -2.80 1.63
H16 1.46 -4.06 0.51
H17 2.38 -2.56 0.64
C6 -1.20 -3.32 -0.60
H18 -1.88 -3.12 -1.43
H19 -0.91 -4.37 -0.64
H20 -1.74 -3.15 0.34
C7 -1.50 0.06 0.63
O1 -2.44 0.02 1.27
H21 -1.98 -0.74 -3.57
H22 -2.05 0.92 -3.55
H23 -0.50 1.07 -5.23
H24 -0.42 -0.70 -5.26
B1 -0.32 0.18 -4.65
N1 -1.45 0.11 -3.46
H25 1.38 0.18 -1.60
Se1 1.61 0.41 1.52
C8 0.55 -0.10 3.05
C9 -0.52 0.68 3.49
C10 -1.24 0.32 4.64
C11 -0.87 -0.82 5.36
C12 0.21 -1.59 4.94
C13 0.93 -1.23 3.79
H26 -0.81 1.57 2.96
H27 -2.07 0.92 4.97
H28 -1.42 -1.10 6.25
H29 0.51 -2.47 5.50
H30 1.78 -1.82 3.49

Löwdin atomic charge list, values in e, 6 entries: Pt 0.62; H -0.05; H -0.02; P 0.71; P 0.68; C -0.25

This record from the OMol25 dataset describes C3H8N2O2 in the gas phase. The level of theory is ωB97M-V/def2-TZVPD.

## Properties
total charge = 0
LUMO = 0.0233 Ha
gap between HOMO and LUMO = 10.37 eV

Element x y z (Å)
N1 2.32 1.09 -0.54
C1 0.97 0.86 -0.40
O1 0.17 1.79 -0.29
N2 0.58 -0.45 -0.42
C2 -0.84 -0.80 -0.50
C3 -1.55 -0.77 0.85
O2 -1.64 0.51 1.43
H1 2.59 2.03 -0.29
H2 2.98 0.36 -0.29
H3 1.26 -1.15 -0.64
H4 -0.89 -1.82 -0.91
H5 -1.33 -0.12 -1.20
H6 -1.03 -1.47 1.53
H7 -2.57 -1.16 0.70
H8 -1.02 1.10 0.98

Löwdin atomic charge list, values in e, 6 entries: N 0.15; C -0.60; O 0.03; N 0.06; C -0.17; C -0.27

This record from the OMol25 dataset describes C4H6N2O in the gas phase. The level of theory is ωB97M-V/def2-TZVPD.

## Properties
total charge = 0
LUMO = 0.0263 Ha
gap between HOMO and LUMO = 9.12 eV

Element x y z (Å)
N1 -1.76 0.40 -1.67
C1 -0.87 0.03 -0.87
O1 -0.15 -1.10 -0.89
C2 1.11 -0.90 -0.20
C3 1.26 0.62 0.11
C4 0.44 0.84 1.31
N2 -0.44 0.94 0.12
H1 -1.82 -0.25 -2.46
H2 1.07 -1.53 0.70
H3 1.89 -1.27 -0.86
H4 0.50 1.83 1.75
H5 0.21 0.06 2.03
H6 -0.82 1.86 -0.07

Löwdin atomic charge list, values in e, 6 entries: N 0.17; C -0.51; O 0.01; C -0.18; C -0.03; C -0.17

This record from the OMol25 dataset describes 2 unconnected molecules or ions with the total composition C9H14O in a non-equilibrium geometry. The level of theory is ωB97M-V/def2-TZVPD.

## Properties
expectation value of S² = 0.766
2S+1 = 2
total charge = +1
LUMO (alpha / beta) = -0.1410 / -0.2781 Ha
gap between HOMO and LUMO (alpha / beta) = 10.23 / 6.91 eV

Element x y z (Å)
C1 2.52 0.83 1.96
C2 -0.70 -1.37 0.50
C3 0.37 -0.98 -0.34
C4 -0.68 -0.90 1.83
C5 1.38 -0.13 0.01
C6 0.42 -0.19 2.27
C7 1.37 0.23 1.37
O1 -1.59 -2.35 0.25
H1 0.38 -1.43 -1.32
H2 -1.63 -2.62 -0.78
H3 -1.34 -1.28 2.57
H4 2.26 0.14 -0.66
H5 0.57 0.01 3.36
H6 2.46 1.03 3.03
H7 2.68 1.69 1.45
H8 3.36 0.10 2.15
C8 -2.04 0.35 -2.22
C9 -0.91 1.39 -2.24
H9 -1.71 -0.62 -1.91
H10 -2.86 0.79 -1.54
H11 -2.60 0.38 -3.22
H12 -0.65 1.62 -1.18
H13 0.01 0.87 -2.74
H14 -1.07 2.45 -2.59

Löwdin atomic charge list, values in e, 6 entries: C -0.02; C -0.23; C 0.00; C 0.08; C 0.04; C 0.02

This record from the OMol25 dataset describes 2 unconnected molecules or ions with the total composition CH4N3O in a non-equilibrium geometry. The level of theory is ωB97M-V/def2-TZVPD.

## Properties
expectation value of S² = 2.034
2S+1 = 3
total charge = +1
LUMO (alpha / beta) = -0.1842 / -0.3423 Ha
gap between HOMO and LUMO (alpha / beta) = 5.85 / 7.80 eV

Element x y z (Å)
C1 0.61 0.22 0.44
N1 -3.43 -0.15 0.59
N2 1.84 -0.14 -0.03
N3 -0.41 0.11 -0.37
O1 -3.92 0.28 -0.31
H1 0.74 0.42 1.52
H2 2.74 -0.04 0.45
H3 2.09 -0.64 -0.91
H4 -0.27 -0.05 -1.39

Löwdin atomic charge list, values in e, 6 entries: C -0.14; N 0.01; N 0.25; N 0.26; O -0.02; H 0.17

This record from the OMol25 dataset describes C3H3N3O2 in the gas phase in a non-equilibrium geometry. The level of theory is ωB97M-V/def2-TZVPD.

## Properties
total charge = 0
LUMO = -0.0149 Ha
gap between HOMO and LUMO = 10.36 eV

Element x y z (Å)
H1 2.28 0.29 -1.48
N1 2.29 -0.62 -1.00
C1 1.14 -0.56 -0.42
C2 0.75 -1.64 0.42
N2 0.48 -2.62 1.05
N3 0.23 0.57 -0.46
O1 -1.00 0.28 0.21
C3 -1.85 1.26 0.27
O2 -1.67 2.43 0.08
H2 0.65 1.46 -0.21
H3 -2.79 0.88 0.58

Löwdin atomic charge list, values in e, 6 entries: H 0.07; N 0.18; C -0.40; C -0.14; N 0.19; N 0.09

This record from the OMol25 dataset describes a gas-phase ion, C8H14IN2 (charge +1) in a non-equilibrium geometry. The level of theory is ωB97M-V/def2-TZVPD.

## Properties
total charge = +1
LUMO (alpha / beta) = -0.1704 / -0.1704 Ha
gap between HOMO and LUMO (alpha / beta) = 6.16 / 6.16 eV

Element x y z (Å)
C1 2.08 0.45 -0.82
C2 0.53 0.99 0.92
C3 3.11 0.06 -1.51
C4 -0.13 -0.81 -1.60
C5 -0.56 0.07 0.76
C6 0.48 2.16 1.87
C7 -0.18 -1.33 1.24
C8 -2.50 -0.74 -0.66
N1 1.54 1.02 0.14
N2 -1.13 -0.13 -0.74
I1 -0.64 -0.66 -3.63
H1 4.07 0.66 -1.33
H2 3.25 -0.74 -2.22
H3 0.16 -1.83 -1.25
H4 -1.39 0.50 1.28
H5 0.12 2.99 1.43
H6 1.47 2.42 2.31
H7 -0.31 1.80 2.59
H8 -0.49 -1.40 2.22
H9 0.84 -1.57 1.30
H10 -0.63 -2.19 0.79
H11 -2.89 -0.50 0.35
H12 -3.14 -0.21 -1.47
H13 -2.43 -1.82 -0.87
H14 -1.21 0.81 -1.13

Löwdin atomic charge list, values in e, 6 entries: C -0.09; C -0.25; C 0.11; C -0.73; C -0.21; C 0.03

This record from the OMol25 dataset describes C7H13NO2S in the gas phase in a non-equilibrium geometry. The level of theory is ωB97M-V/def2-TZVPD.

## Properties
total charge = 0
LUMO = 0.0056 Ha
gap between HOMO and LUMO = 9.05 eV

Element x y z (Å)
C1 -1.81 0.07 -1.89
C2 -1.65 0.12 -0.39
S1 -2.66 1.41 0.37
C3 -2.06 -1.34 0.30
O1 -2.89 -1.25 1.19
O2 -1.42 -2.27 -0.17
N1 -0.22 0.41 -0.03
C4 0.80 -0.48 -0.64
C5 2.04 -0.23 0.20
C6 1.46 -0.16 1.62
C7 0.04 0.37 1.44
H1 -1.35 0.93 -2.38
H2 -2.87 0.07 -2.13
H3 -1.38 -0.85 -2.29
H4 -3.22 0.45 1.15
H5 -0.03 1.37 -0.35
H6 0.93 -0.25 -1.70
H7 0.43 -1.51 -0.53
H8 2.50 0.72 -0.07
H9 2.77 -1.02 0.09
H10 1.43 -1.16 2.05
H11 2.06 0.47 2.27
H12 -0.69 -0.29 1.90
H13 -0.10 1.37 1.86

Löwdin atomic charge list, values in e, 6 entries: C -0.09; C -0.68; S 0.82; C -0.71; O -0.04; O 0.02

This record from the OMol25 dataset describes C2H4Br2 in the gas phase in a non-equilibrium geometry. The level of theory is ωB97M-V/def2-TZVPD.

## Properties
total charge = 0
LUMO = 0.0052 Ha
gap between HOMO and LUMO = 10.39 eV

Element x y z (Å)
C1 -0.85 -0.06 -0.42
C2 0.48 0.07 0.33
Br1 1.35 1.84 0.04
Br2 1.72 -1.54 -0.24
H1 -1.06 -1.16 -0.18
H2 -1.54 0.49 0.32
H3 -0.68 0.35 -1.33
H4 0.58 0.01 1.48

Löwdin atomic charge list, values in e, 6 entries: C -0.22; C -1.05; Br 0.55; Br 0.45; H 0.09; H 0.11